[1]
82
Properties=species:S:1:pos:R:3 method="wB97M-V/def2-TZVPD" e_tot_ha=-1557.3977 lumo_ha=-0.15058 homo_energy_ev=-9.847 relative_energy_ev=0.7526 charge=+1 spin_multiplicity=1 orbital_gap_ev=5.75
C -3.162 -1.839 -2.331
N -1.719 -1.782 -2.460
C -1.120 -0.466 -2.484
C -0.906 -2.856 -2.246
N 0.352 -2.605 -1.929
C 1.344 -3.556 -2.362
C 2.748 -2.987 -2.509
C 3.537 -2.665 -1.397
C 4.859 -2.245 -1.603
C 5.364 -2.120 -2.907
C 4.560 -2.434 -4.013
C 3.248 -2.861 -3.808
N -1.484 -4.098 -2.442
C -2.393 -4.290 -3.572
C -0.816 -5.324 -2.026
H -3.489 -2.692 -1.721
H -3.484 -0.919 -1.828
H -3.644 -1.869 -3.320
H -0.053 -0.550 -2.699
H -1.610 0.134 -3.255
H -1.246 0.019 -1.515
H 1.398 -4.402 -1.652
H 1.102 -3.982 -3.360
H 3.120 -2.765 -0.387
H 5.495 -2.028 -0.743
H 6.385 -1.772 -3.067
H 4.943 -2.364 -5.032
H 2.589 -3.128 -4.643
H -2.409 -3.424 -4.241
H -2.074 -5.161 -4.158
H -3.410 -4.491 -3.218
H -0.351 -5.189 -1.047
H -1.565 -6.116 -1.948
H -0.066 -5.641 -2.766
C -2.467 1.658 6.990
N -1.812 0.514 6.388
C -2.043 -0.691 7.136
C -1.166 -1.853 6.700
C -1.128 -1.986 5.181
C -0.929 -0.678 4.476
C -1.223 0.541 5.158
C -0.885 1.759 4.499
C -0.354 1.758 3.227
C -0.304 0.560 2.432
C -0.071 0.572 1.030
C -0.049 1.760 0.249
C 0.704 1.834 -0.960
C 0.925 3.026 -1.627
C 0.320 4.232 -1.157
N 0.541 5.422 -1.791
C -0.219 6.604 -1.434
C 1.200 5.503 -3.075
C 2.279 4.447 -3.240
C 1.774 3.056 -2.858
C -0.561 4.145 -0.046
C -0.788 2.944 0.588
C -0.506 -0.656 3.156
H -2.332 2.586 6.428
H -3.549 1.475 7.097
H -2.069 1.796 8.006
H -1.874 -0.452 8.197
H -3.106 -0.973 7.047
H -0.146 -1.713 7.080
H -1.556 -2.769 7.146
H -0.307 -2.653 4.897
H -2.057 -2.458 4.825
H -1.032 2.709 5.012
H 0.006 2.706 2.819
H 0.108 -0.379 0.538
H 1.161 0.917 -1.343
H -0.138 6.823 -0.364
H 0.181 7.457 -1.992
H -1.286 6.497 -1.680
H 0.449 5.390 -3.881
H 1.622 6.514 -3.163
H 2.616 4.453 -4.279
H 3.149 4.697 -2.620
H 2.634 2.395 -2.706
H 1.206 2.635 -3.702
H -1.081 5.046 0.287
H -1.545 2.904 1.372
H -0.333 -1.608 2.648


[2]
90
Properties=species:S:1:pos:R:3 method="wB97M-V/def2-TZVPD" e_tot_ha=-3214.8043 lumo_ha=-0.39549 homo_energy_ev=-16.447 relative_energy_ev=1.0422 charge=+3 spin_multiplicity=1 orbital_gap_ev=5.69
Ti -0.406 -0.131 0.662
C 3.362 -0.033 2.421
C 2.498 0.886 1.613
C 3.015 1.598 0.520
C 2.250 2.510 -0.182
C 0.929 2.756 0.195
C 0.401 2.098 1.301
C 1.177 1.147 2.000
H 2.794 -0.870 2.829
H 3.779 0.517 3.268
H 4.203 -0.414 1.845
H 4.048 1.445 0.229
H 2.683 3.034 -1.022
H 0.343 3.504 -0.324
H -0.526 2.452 1.741
H 0.842 0.796 2.973
C -4.457 1.216 1.057
C -3.129 1.932 1.296
C -2.688 1.874 2.737
C -3.149 2.847 3.610
C -2.812 2.811 4.956
C -1.995 1.804 5.435
C -1.510 0.799 4.601
C -0.591 -0.241 5.205
C -1.310 -1.201 6.158
C -1.891 0.843 3.255
N -1.425 -0.195 2.361
C -1.623 -1.463 2.707
C -0.901 -2.435 2.032
C -0.860 -3.823 2.086
C 0.090 -4.235 1.144
C 0.596 -3.097 0.547
N 0.032 -1.972 1.079
H -4.772 1.300 0.016
H -5.237 1.660 1.676
H -4.389 0.160 1.333
H -3.209 2.978 0.994
H -2.370 1.497 0.627
H -3.775 3.646 3.231
H -3.175 3.579 5.625
H -1.708 1.798 6.479
H 0.184 0.288 5.764
H -0.060 -0.809 4.434
H -1.678 -0.670 7.035
H -0.635 -1.982 6.504
H -2.176 -1.676 5.691
H -2.325 -1.715 3.497
H -1.448 -4.450 2.740
H 0.387 -5.248 0.923
H 1.325 -3.048 -0.241
C -5.187 -2.031 -0.922
N -4.101 -1.271 -1.582
C -4.315 -0.823 -2.980
C -3.030 -0.990 -0.951
N -2.033 -0.739 -0.390
H -5.321 -2.976 -1.445
H -6.101 -1.443 -0.976
H -4.930 -2.216 0.118
H -4.554 -1.696 -3.584
H -3.412 -0.351 -3.359
H -5.146 -0.121 -2.995
C 5.153 1.302 -6.234
C 4.722 1.936 -4.917
S 3.431 1.074 -4.046
O 3.577 1.312 -2.617
O 2.158 1.374 -4.653
C 3.731 -0.676 -4.263
C 2.499 -1.529 -3.927
N 1.567 -0.918 -2.950
C 1.784 -0.807 -1.631
N 0.813 -0.068 -1.055
C -0.031 0.324 -2.083
C 0.409 -0.211 -3.230
N -0.283 -0.134 -4.501
O -1.384 0.377 -4.437
O 0.257 -0.551 -5.491
C 2.992 -1.336 -0.953
H 5.776 2.015 -6.770
H 4.298 1.076 -6.873
H 5.747 0.403 -6.081
H 4.258 2.911 -5.084
H 5.538 2.046 -4.203
H 4.587 -0.913 -3.631
H 4.001 -0.857 -5.301
H 2.820 -2.485 -3.520
H 1.924 -1.722 -4.823
H -0.851 1.014 -1.963
H 3.297 -2.299 -1.363
H 2.825 -1.439 0.116
H 3.806 -0.626 -1.112


[3]
84
Properties=species:S:1:pos:R:3 method="wB97M-V/def2-TZVPD" e_tot_ha=-2784.1917 lumo_ha=-0.10820 homo_energy_ev=-10.114 relative_energy_ev=0.4559 charge=+1 spin_multiplicity=1 orbital_gap_ev=7.17
Sn 0.321 -0.108 -0.802
C 3.960 -1.371 0.234
C 3.685 0.007 0.844
C 4.609 0.299 2.029
P 1.894 0.213 1.162
C 1.498 1.783 2.028
C 1.719 1.707 3.539
C 2.246 2.952 1.381
C 1.167 -1.144 2.095
C 1.900 -1.960 2.962
C 1.310 -3.024 3.622
C 2.097 -3.904 4.553
C -0.040 -3.273 3.369
C -0.777 -2.489 2.507
C -0.194 -1.390 1.869
N -0.858 -0.588 0.931
C -2.111 -0.041 1.131
C -2.814 -0.155 2.345
C -4.076 0.374 2.498
C -4.736 1.056 1.470
C -6.127 1.597 1.659
C -4.038 1.228 0.294
C -2.739 0.728 0.114
P -1.835 1.027 -1.393
C -1.580 2.808 -1.754
C -0.363 3.301 -0.975
C -2.798 3.691 -1.472
C -2.543 0.139 -2.832
C -2.979 -1.260 -2.398
C -3.682 0.903 -3.508
H 4.980 -1.379 -0.150
H 3.296 -1.598 -0.598
H 3.867 -2.163 0.978
H 3.856 0.750 0.062
H 5.639 0.163 1.695
H 4.448 -0.382 2.863
H 4.519 1.319 2.397
H 0.422 1.890 1.847
H 2.772 1.580 3.787
H 1.159 0.888 3.990
H 1.382 2.639 3.995
H 3.302 2.936 1.655
H 1.832 3.898 1.731
H 2.187 2.934 0.292
H 2.950 -1.763 3.132
H 3.089 -3.495 4.741
H 2.219 -4.903 4.132
H 1.587 -4.014 5.511
H -0.522 -4.115 3.852
H -1.812 -2.731 2.304
H -2.357 -0.670 3.177
H -4.573 0.249 3.453
H -6.791 0.839 2.074
H -6.549 1.934 0.713
H -6.129 2.445 2.347
H -4.513 1.770 -0.515
H -1.344 2.816 -2.823
H -0.502 3.145 0.099
H -0.228 4.372 -1.132
H 0.545 2.800 -1.314
H -3.028 3.708 -0.407
H -3.687 3.376 -2.015
H -2.566 4.711 -1.779
H -1.694 0.068 -3.519
H -3.811 -1.207 -1.695
H -2.166 -1.824 -1.939
H -3.307 -1.819 -3.275
H -4.533 1.029 -2.834
H -4.031 0.330 -4.368
H -3.366 1.880 -3.871
O 2.723 0.484 -1.936
C 1.938 0.174 -2.838
O 0.738 0.656 -2.896
C 2.188 -1.038 -3.671
C 2.924 -1.061 -4.844
C 3.100 -2.255 -5.527
C 2.543 -3.423 -5.028
C 1.808 -3.407 -3.852
C 1.621 -2.212 -3.166
S 0.674 -2.336 -1.650
H 3.359 -0.144 -5.219
H 3.671 -2.273 -6.445
H 2.679 -4.358 -5.555
H 1.377 -4.323 -3.467


[4]
85
Properties=species:S:1:pos:R:3 method="wB97M-V/def2-TZVPD" e_tot_ha=-1769.0504 lumo_ha="0.09542 / 0.09467" homo_energy_ev="-0.483 / -2.031" relative_energy_ev=0.0000 s_squared=2.02 charge=-1 spin_multiplicity=3 orbital_gap_ev="3.08 / 4.61"
Au -0.943 -0.150 0.066
N -1.823 1.846 0.365
N -2.374 1.046 -2.424
C -0.366 -3.009 0.307
C -1.776 -3.116 0.394
C -2.258 -2.174 1.333
C -3.672 -1.938 1.714
H -4.356 -2.411 0.996
H -3.889 -0.857 1.742
H -3.927 -2.342 2.709
C -1.125 -1.471 1.883
C -1.122 -0.685 3.140
H -1.020 -1.289 4.057
H -2.062 -0.123 3.216
H -0.294 0.036 3.112
C 0.064 -1.963 1.182
C 1.461 -1.710 1.615
H 1.592 -0.668 1.943
H 2.179 -1.911 0.805
H 1.742 -2.365 2.458
C -2.637 -4.023 -0.408
H -3.465 -4.437 0.189
H -2.075 -4.871 -0.825
H -3.086 -3.465 -1.250
C 0.546 -3.848 -0.501
H 1.175 -3.213 -1.140
H -0.006 -4.531 -1.155
H 1.214 -4.457 0.125
C -1.471 2.525 1.485
H -0.964 1.952 2.263
C -1.600 3.909 1.604
H -1.206 4.412 2.482
C -2.224 4.608 0.564
H -2.236 5.695 0.503
C -2.847 3.881 -0.425
H -3.442 4.318 -1.222
C -2.630 2.481 -0.545
C -3.146 1.924 -1.734
H -3.837 2.490 -2.340
C -1.299 0.324 -1.920
C -2.522 0.845 -3.806
H -3.326 1.316 -4.338
C -1.533 0.053 -4.183
H -1.291 -0.304 -5.167
N -0.826 -0.333 -3.031
C 0.203 -1.315 -3.107
C -0.140 -2.506 -3.775
C 0.884 -3.375 -4.169
H 0.637 -4.283 -4.734
C 2.218 -3.116 -3.847
C 3.297 -4.088 -4.236
H 3.848 -4.432 -3.350
H 4.015 -3.613 -4.918
H 2.851 -4.961 -4.727
C 2.532 -1.933 -3.173
H 3.585 -1.725 -2.960
C 1.537 -1.008 -2.800
C 1.906 0.284 -2.143
H 1.729 1.151 -2.799
H 2.978 0.278 -1.889
H 1.321 0.423 -1.216
C -1.567 -2.862 -4.027
H -2.017 -2.284 -4.844
H -2.180 -2.739 -3.126
H -1.648 -3.914 -4.324
C 2.507 2.856 0.703
N 2.518 3.292 2.082
C 2.840 4.685 2.339
C 1.781 2.529 2.947
O 1.217 1.491 2.547
N 1.655 2.989 4.254
C 2.839 3.397 4.997
C 0.605 2.345 5.018
H 3.222 3.471 0.152
H 1.511 2.966 0.243
H 2.798 1.801 0.644
H 2.062 5.177 2.937
H 3.801 4.772 2.862
H 2.925 5.186 1.372
H 2.787 4.460 5.272
H 2.919 2.812 5.923
H 3.745 3.231 4.404
H -0.333 2.419 4.456
H 0.822 1.281 5.195
H 0.492 2.858 5.978